A 12-piece molecular cluster, C51H80BrCl22FN2O2S2 overall at a distorted geometry. Source: the OMol25 dataset; level of theory: ωB97M-V/def2-TZVPD.

The geometry in XYZ format:
```
161
C51H80BrCl22FN2O2S2 ωB97M-V/def2-TZVPD
H 6.877 -2.451 -3.819
C 2.769 -3.073 2.892
C -0.441 3.763 -0.891
H 0.282 -2.931 -4.418
H 9.145 -1.256 4.083
H -1.497 -1.015 5.966
C -2.095 12.194 -6.628
C -2.321 2.019 1.954
F 3.085 2.659 2.168
H -1.284 4.405 -1.106
H 6.918 4.542 0.847
C 8.746 -1.937 -2.875
H 8.387 -2.836 3.881
H -4.582 -3.608 3.225
H -0.668 -4.623 0.426
H 1.336 -4.988 2.274
H -5.654 -15.216 0.024
C 0.635 -0.435 6.099
H 9.431 -2.339 -2.133
C -1.152 0.917 4.891
Cl 4.807 -1.871 1.736
C -2.588 -4.486 3.203
H -2.312 7.020 -6.569
C 0.146 -1.212 2.882
H -1.995 1.414 5.376
H 9.385 2.888 0.098
S 1.161 0.246 2.729
C -1.880 11.072 -5.647
C 0.599 -2.484 2.575
Cl -6.853 8.791 1.293
Cl -3.295 8.095 -1.980
H -1.960 -1.776 -4.477
C 0.231 2.126 0.868
H -4.622 6.959 1.265
C -3.936 -4.149 2.534
Cl -1.635 4.890 -5.824
H 1.647 2.348 -0.747
C -1.163 -0.978 3.312
C 9.328 -2.295 3.817
Cl 8.470 5.536 -0.623
C -2.067 2.865 0.882
C -5.791 -14.306 -0.554
H 1.721 -5.809 0.263
Cl -2.875 9.645 -6.028
C 0.254 -4.978 2.335
Cl -3.047 5.556 0.224
C 5.791 -0.706 0.805
H -5.164 6.886 -1.210
H -1.418 -0.856 -5.882
C -2.014 -2.072 3.401
Cl 7.354 2.333 -0.964
H -5.822 -4.461 0.555
C -8.279 10.869 0.250
C 10.368 -2.882 4.734
H -3.130 7.820 0.882
C -0.060 1.303 1.957
C -0.252 -3.595 2.683
C -3.867 7.120 0.497
C -1.359 6.505 -6.533
Cl 9.854 -2.309 2.110
C -4.664 -9.941 0.922
H -5.104 8.517 -0.546
C -7.025 -13.556 -0.124
Cl -7.014 -8.536 0.857
C -0.134 -2.492 -5.319
C 7.986 4.423 0.683
H -5.248 -10.800 1.245
C -0.835 -0.161 5.913
C -1.344 1.213 2.516
H -8.930 10.122 -0.196
Cl 10.566 -4.638 4.497
Cl 1.221 -1.942 -6.343
H 0.466 4.325 -0.690
H -0.839 10.757 -5.623
H 0.989 -1.122 6.854
H 0.724 -7.284 0.381
H -2.938 3.458 0.561
Cl -4.317 -13.318 -0.376
H 1.824 2.109 -4.599
C -0.320 -5.489 0.989
H 2.073 1.138 0.418
S 0.259 -6.105 -1.613
H 8.511 4.740 1.583
H -6.125 -6.166 0.774
H 10.064 -2.733 5.769
H -0.262 1.534 4.809
C -0.330 7.294 -5.764
C -0.291 2.906 -2.178
C 7.622 -2.897 -3.165
H 1.437 -5.910 -2.222
H 1.420 4.152 -2.541
H -6.918 11.064 1.912
C 2.491 3.176 1.028
C -5.482 -9.004 0.073
C 8.338 2.993 0.372
C -0.800 2.911 0.312
H 8.016 -3.790 -3.648
H -5.871 -14.574 -1.606
H -4.833 -6.001 3.017
C 1.822 2.231 -3.518
H 7.762 0.100 0.752
H -0.657 -3.268 -5.875
H 1.500 1.278 -3.106
Cl 8.149 -0.366 -2.277
H 5.236 0.228 0.749
H -0.093 1.872 -1.895
H 11.337 -2.413 4.587
N 1.961 -2.596 2.109
Cl -7.048 11.318 -0.959
H -7.099 -12.593 -0.624
H -2.209 -5.420 2.812
C -5.901 -5.241 1.311
Cl -0.346 -0.178 -3.898
H 0.452 3.766 -3.998
H 5.896 -1.106 -0.201
Cl -4.010 -9.142 2.376
H 2.854 2.428 -3.231
H -1.204 -6.098 1.165
Cl -7.057 -13.265 1.633
C -7.656 10.366 1.525
H 8.146 2.372 1.247
H 0.586 6.724 -5.634
C 7.151 -0.511 1.413
N -1.633 0.340 3.610
H -3.033 -1.874 3.705
H -2.783 -4.625 4.270
H -5.744 -9.496 -0.862
Cl -0.908 7.774 -4.146
H 7.664 -1.461 1.570
H -3.763 -3.483 1.687
Cl -1.452 11.803 -8.245
C -1.085 -1.376 -4.987
H -7.911 -14.140 -0.368
C -1.576 -3.361 3.096
C -4.616 -5.450 2.103
C 0.885 3.375 -3.079
H 1.305 0.374 5.849
Br -4.082 2.020 2.681
H -1.011 6.349 -7.553
H -1.237 2.883 -2.712
C 1.635 2.128 0.316
H -0.093 8.211 -6.303
H -6.765 -5.058 1.947
H 3.242 3.612 0.370
Cl 7.064 0.350 2.982
H -8.866 11.762 0.457
H 1.827 3.979 1.352
C -4.513 7.634 -0.762
H -3.812 -10.302 0.349
C 0.724 -6.222 0.155
O -0.284 0.315 7.068
H -2.163 11.395 -4.647
H -4.934 -8.093 -0.159
H -3.908 -6.003 1.486
O 3.467 -3.794 3.453
H -0.046 -5.631 3.154
H 9.303 -1.739 -3.789
H -8.425 10.225 2.282
H -1.572 13.085 -6.284
Cl 6.796 -3.432 -1.678
H -3.150 12.431 -6.735
```

Summary:
SMILES string: CCCCc1cc2c(c(N=C=O)c1CCCS)Sc1c(CCF)c(CCCC)cc(Br)c1N2C[C@H]1CO1.ClCCCl.ClCCCl.ClCCCl.ClCCCl.ClCCCl.ClCCCl.ClCCCl.ClCCCl.ClCCCl.ClCCCl.ClCCCl
E_tot (Ha): -15845.723108
Kohn-Sham gap (Eh): 0.304
LUMO level (eV): 0.368
HOMO level (eV): -7.90
Multiplicity: 1